# 1
C28H39Cl51NO | ωB97M-V with the def2-TZVPD basis set

Values from the calculation:
Gap between HOMO and LUMO (eV): 7.75
Net charge: +1

Each line ends with the Löwdin charge.
CARTESIAN COORDINATES (ANGSTROEM)
Cl 3.60 6.94 5.40  0.5541
H 2.90 -2.40 -0.66  0.0136
C -1.20 -6.95 11.44  -1.5734
H -2.41 -5.60 -7.72  0.1018
Cl 3.49 3.08 -4.39  0.5284
Cl -2.10 9.56 3.95  0.4755
Cl -7.33 -3.77 6.34  0.5309
C -1.64 5.44 1.91  -1.5082
H 2.42 -3.70 -7.59  0.0204
Cl 4.85 6.14 -1.54  0.5343
H -2.71 5.30 2.02  0.0143
H 6.71 3.75 -2.05  -0.0297
Cl 1.60 -3.88 10.56  0.5535
Cl 1.31 -4.78 -5.82  0.5195
C -1.07 -8.82 -1.96  -0.0718
Cl 4.20 7.33 1.04  0.5260
C 2.44 6.24 4.28  -1.5347
H 2.31 9.43 1.43  -0.0887
C 1.24 -3.94 8.84  -1.5262
C -1.94 -2.59 5.65  -1.6048
Cl 3.70 14.73 -2.06  0.5226
H -0.44 -8.50 -4.02  0.1467
Cl 2.58 -0.47 -1.94  0.6043
H 4.56 13.60 -0.21  -0.0322
H -7.98 -2.23 4.70  0.0126
C 7.49 3.41 -2.72  -1.5591
H -0.97 -9.89 -1.95  0.1419
Cl -5.93 -3.03 3.91  0.4950
H -2.77 -4.30 -2.34  0.0491
H -0.94 -5.79 -3.08  0.1181
C -3.60 -3.35 -4.05  -0.2574
Cl -3.15 12.21 3.45  0.5330
C 2.08 10.47 1.24  -1.5683
Cl -6.39 -1.05 5.96  0.5040
H -2.04 -8.84 -5.63  0.1101
C -1.76 -6.78 -5.99  -0.1884
H -4.14 -3.24 -1.97  0.0742
Cl 3.13 4.84 3.45  0.5128
C 4.33 14.64 -0.42  -1.5750
Cl 5.82 15.57 -0.26  0.5252
H -4.44 -2.69 -4.22  0.1173
C 1.48 -3.54 -7.08  -1.5104
H -5.35 3.03 7.24  0.0139
C 3.41 1.94 -9.93  -1.5494
Cl -1.17 4.81 0.33  0.5424
Cl -6.16 2.48 5.12  0.5210
Cl 1.48 10.60 -0.41  0.5408
H -0.98 1.56 4.17  0.0011
Cl 0.36 2.98 5.45  0.5104
Cl 3.82 3.27 -8.86  0.5268
Cl 6.83 2.17 -3.79  0.4993
H 0.46 -6.62 -3.46  0.1166
C -3.74 -3.94 -2.68  -0.0639
H -1.19 -6.26 -5.25  0.0482
Cl -1.29 7.16 2.04  0.4964
N 0.03 -6.93 -1.52  0.1391
C -0.25 -8.07 -1.05  0.0239
C -1.11 -8.06 -3.30  -0.2249
Cl 0.85 10.98 2.40  0.5182
Cl 1.88 7.45 3.12  0.5018
C -2.65 -5.72 -6.67  -0.1503
Cl -3.10 -3.61 6.50  0.5345
O -3.67 -4.39 -5.02  -0.1424
H 3.38 0.83 -3.73  -0.0896
Cl 4.40 0.72 -5.83  0.5085
Cl -0.82 4.57 3.22  0.4993
C -2.65 11.06 4.69  -1.5483
C -7.04 -2.49 5.17  -1.5426
H -1.06 -7.13 -6.72  0.1077
Cl -1.39 11.76 5.71  0.5279
H -0.60 -6.13 11.06  -0.0485
H -2.06 -8.67 -1.52  0.1534
Cl -1.90 -7.79 10.05  0.5041
C 2.32 -2.17 -1.54  -1.5260
Cl 1.60 1.05 -5.25  0.4977
Cl 4.81 1.44 -10.88  0.5311
Cl 2.75 0.58 -9.02  0.4887
H 6.12 7.61 -0.26  0.0164
H 0.56 -6.21 -1.04  0.1840
H -3.67 -6.03 -6.61  0.1110
C 3.24 1.35 -4.67  -1.5645
Cl 1.18 0.92 3.59  0.5445
C -2.61 -4.40 -5.95  -0.2486
H -3.54 -8.00 -5.71  0.1148
H -3.20 -8.54 -3.44  0.1169
Cl 0.61 -2.47 -1.17  0.5118
Cl 3.13 15.17 0.75  0.5166
C -0.44 -6.72 -2.87  -0.0805
Cl -3.62 1.75 6.33  0.5090
H 1.58 5.90 4.84  -0.0136
H -1.65 -4.25 -5.47  0.0871
Cl 2.86 -3.22 -2.85  0.5157
Cl -4.25 4.55 5.85  0.5313
C -0.06 1.44 4.72  -1.5357
Cl 8.02 4.79 -3.68  0.5264
C 5.49 6.77 -0.02  -1.5254
Cl 1.51 -1.95 -6.33  0.5064
Cl 0.26 -2.55 8.36  0.5356
H -3.51 10.84 5.31  0.0103
H 0.06 -8.40 -0.09  0.1594
Cl -2.46 -6.28 12.46  0.5317
Cl 8.80 2.77 -1.74  0.5311
H 2.17 -3.90 8.29  0.0158
H -2.72 -3.59 -6.65  0.1172
Cl -0.32 0.21 5.97  0.5532
C -2.51 -7.83 -3.85  -0.1559
Cl -0.15 -8.03 12.36  0.5288
H -4.37 -4.80 -2.75  0.0709
H 2.64 2.28 -10.62  0.0113
Cl -2.68 -1.81 4.26  0.5035
C -2.53 -7.92 -5.36  -0.1764
Cl -0.51 -3.51 5.19  0.5000
Cl 3.56 11.40 1.44  0.5406
H -2.71 -2.76 -4.15  0.1140
Cl 6.48 5.55 0.79  0.5352
H -1.62 -1.80 6.33  -0.0958
Cl 0.42 -5.45 8.42  0.5348
H -2.85 -6.85 -3.56  0.1076
C -4.91 2.96 6.26  -1.5455
Cl 0.18 -3.68 -8.27  0.5714

***

# 2
C44H83F9O24 | ωB97M-V with the def2-TZVPD basis set

Values from the calculation:
Gap between HOMO and LUMO (eV): 9.29
Energy relative to the best compared isomer or geometry (same formula, charge and spin) (eV): 0.585
SMILES: CCOC(=O)C(F)(F)F.CCOC(=O)C(F)(F)F.CCOC(=O)C(F)(F)F.C[C@H]1COC(=O)O1.C[C@H]1COC(=O)O1.COCCOCCOC.COCCOCCOC.COCCOCCOC.COCCOCCOC

Each line ends with the Löwdin charge.
CARTESIAN COORDINATES (ANGSTROEM)
H -3.81 2.97 -6.79  0.1476
O 4.07 9.27 4.26  0.0859
H -1.96 3.04 -5.11  0.0786
H 2.89 -4.07 -3.90  0.0894
C 3.30 -0.38 6.89  -0.0619
H -18.10 0.68 -4.61  0.0708
H 2.10 -5.07 -1.91  0.1173
C 10.19 0.86 3.88  -0.2310
H 11.30 -1.20 0.88  0.1172
C 3.80 -6.41 -1.37  -0.1892
H 2.05 9.17 4.82  0.1345
O 3.55 1.89 -0.39  -0.1785
H 3.56 -5.03 -5.15  0.0799
H 0.35 10.93 4.15  0.0847
C 11.60 -0.82 2.93  -0.1420
C 4.19 -1.15 7.88  -0.1960
O -10.88 -3.76 6.29  0.1773
F 2.14 1.21 11.29  0.1275
H 10.90 -5.03 2.39  0.0812
C 2.52 0.96 -0.44  -0.2203
O 2.65 -6.06 -3.58  -0.1808
H -14.38 -1.26 -1.62  0.1202
H 8.13 1.40 3.49  0.1177
C 5.49 -5.12 1.11  -0.1685
H 6.74 3.06 4.92  0.0827
O 4.71 1.90 -7.64  0.1452
O 5.10 3.81 -8.82  -0.0423
H 0.85 2.27 -0.68  0.1182
H -1.76 -0.54 -1.40  0.1174
H 6.59 -4.66 -0.77  0.1257
C 11.34 -4.07 2.67  -0.1234
H 1.74 -6.82 -1.89  0.1189
H -11.02 0.23 -4.65  0.0774
H -3.78 4.14 -8.76  0.1200
H 11.93 -1.39 3.80  0.1156
F -11.42 -5.23 8.72  0.1552
F -9.72 -3.85 8.76  0.2115
H -18.18 -1.09 -4.73  0.0794
H -12.45 -3.09 -5.30  0.1309
F 3.77 0.19 12.33  0.1586
O 2.48 -1.39 10.41  0.1235
O -10.97 -1.87 -4.90  -0.1811
H -4.20 -1.08 -0.78  0.0802
H 6.09 5.41 -6.91  0.0727
O -2.00 2.04 -7.62  0.0858
H -0.90 3.94 -6.23  0.0924
C -1.93 3.77 -5.92  -0.0153
C -1.44 2.40 -8.77  -0.4972
H -10.62 -6.97 3.86  0.0687
H 2.75 3.89 -1.02  0.0853
H 2.97 0.12 -0.97  0.1367
O -9.43 -5.46 5.95  -0.0119
H -9.30 -4.14 4.32  0.1132
H -18.40 -0.12 -3.16  0.0768
H -13.05 -0.21 -4.85  0.1117
H -2.59 4.62 -5.74  0.0799
H 10.53 1.77 3.38  0.1184
C 2.89 9.86 4.76  -0.0888
C 5.63 -7.26 2.29  -0.1129
H 6.27 -6.39 -0.45  0.1133
C 3.31 -0.49 10.13  -0.2453
C -13.37 -1.25 -4.76  -0.1768
O 8.91 2.63 5.06  -0.1774
C -0.25 0.03 0.04  -0.1488
H -16.36 -0.71 -1.89  0.1149
F 6.69 1.48 -9.94  0.1769
C 5.87 -5.38 -0.37  -0.1175
H 2.28 0.61 0.56  0.1219
C 5.22 4.79 -6.68  -0.0568
H 6.40 -4.84 1.65  0.1133
H -0.68 1.00 0.26  0.1183
H -3.45 -2.52 -0.47  0.0792
H 1.53 1.65 -2.28  0.1451
H 6.60 -7.38 1.80  0.0804
H 12.72 -2.01 1.43  0.1143
O -1.84 3.69 -9.18  0.0234
C 4.96 2.42 -8.71  -0.2943
F 4.29 1.66 10.85  0.1504
F -9.27 -5.93 8.55  0.1601
H 2.90 3.47 0.78  0.0907
O 5.18 9.02 2.28  0.0942
O 10.83 -2.99 1.92  -0.2089
C 4.25 9.51 2.97  -0.5647
C 0.93 10.63 3.27  -0.0059
C -14.44 -0.94 -2.66  -0.2196
C -1.45 -0.91 -0.42  -0.1964
H -16.18 -2.18 -2.76  0.1231
C -10.20 -4.61 6.75  -0.3412
C 5.37 1.65 -10.02  -0.5825
C -10.43 -0.59 -5.07  -0.1286
C -10.16 -4.96 8.27  -0.5486
H 4.64 5.27 -5.90  0.0729
H -2.65 5.26 -8.05  0.1274
H -9.44 -0.56 -4.62  0.0909
H -14.44 0.15 -2.66  0.1277
H 4.40 -7.13 -1.93  0.1288
O 4.83 -6.24 1.74  -0.2098
H 3.52 -6.68 -0.35  0.1120
C -17.87 -0.25 -4.10  -0.0290
H -4.44 -1.76 0.79  0.0863
F 4.67 0.56 -10.19  0.2150
H -1.27 -1.97 -0.62  0.1178
C -2.78 3.12 -7.09  -0.2650
C -9.34 -5.20 4.54  -0.1890
C -15.96 -1.11 -2.82  -0.2414
C 1.34 1.46 -1.22  -0.1787
H 6.01 -6.78 3.19  0.0804
H 0.67 11.29 2.44  0.0832
H 4.50 -4.89 -3.92  0.0829
H 5.15 -1.46 7.47  0.1239
O -0.79 1.62 -9.48  0.1120
H 0.60 9.61 3.07  0.0860
H 7.37 2.81 6.57  0.0749
H 4.94 -4.19 1.23  0.1233
H -10.39 -5.72 2.67  0.0689
H 2.45 0.08 7.40  0.0793
C 4.36 4.70 -7.97  -0.1812
H -8.39 -5.53 4.12  0.1121
H 5.63 3.83 -6.38  0.0728
O 10.25 -0.21 3.02  -0.1218
H 0.16 -0.34 0.99  0.1205
H 4.31 5.57 -8.63  0.1232
O -16.33 -0.41 -4.01  -0.1973
C 8.77 1.39 4.38  -0.2076
H 7.78 4.20 5.77  0.0782
C -12.27 -2.03 -5.44  -0.1986
O 4.31 -0.40 9.11  -0.0206
O -13.51 -1.71 -3.39  -0.0840
O 3.21 10.11 2.48  0.1132
H 3.09 10.48 5.63  0.1480
H 8.32 0.61 5.00  0.1127
H 3.12 -0.95 5.98  0.0809
C -3.67 -1.58 0.04  -0.1106
H 2.86 11.65 3.52  0.1558
H -10.33 -0.34 -6.12  0.0838
H -14.26 -1.31 -5.38  0.1242
O 0.38 0.41 -1.17  -0.1779
C 7.62 3.14 5.56  -0.0712
C -2.83 4.20 -8.25  -0.0896
H 11.05 -3.84 3.69  0.0846
C -10.55 -5.89 3.74  -0.0419
H 10.85 0.75 4.74  0.1208
O -2.49 -0.93 0.51  -0.1842
H 12.38 -0.08 2.71  0.1179
H 12.40 -4.16 2.44  0.0843
H 5.08 -8.18 2.47  0.0945
O 4.74 -5.40 -1.31  -0.1906
C 3.40 0.69 11.14  -0.5014
H 3.35 4.36 -7.72  0.1184
C 2.47 -6.06 -2.17  -0.1557
H 3.68 0.54 6.45  0.0676
H -12.10 -1.76 -6.49  0.1246
C 3.23 3.29 -0.25  -0.1065
H 4.21 3.75 -0.33  0.0841
H 3.67 -2.07 8.14  0.1131
C 2.46 10.64 3.56  -0.3260
C 11.69 -1.80 1.70  -0.1372
F 5.14 2.43 -11.07  0.1601
C 3.43 -5.00 -4.07  -0.1346
H -11.45 -5.40 4.11  0.0657

***

# 3
C5H10O | ωB97M-V with the def2-TZVPD basis set

Values from the calculation:
Gap between HOMO and LUMO (eV): 10.79
Energy relative to the best compared isomer or geometry (same formula, charge and spin) (eV): 0.952
SMILES: C[C@H]1CC[C@H]1O

Each line ends with the Löwdin charge.
CARTESIAN COORDINATES (ANGSTROEM)
C 0.41 -0.14 0.66  -0.3032
H 0.55 -0.30 1.73  0.1260
H 1.09 1.80 -0.26  0.1040
H -0.91 1.07 -1.50  0.1148
H -1.78 -0.51 0.91  0.1433
O -1.23 -1.27 -0.94  -0.0305
H 1.41 -0.69 -1.20  0.0831
C -1.04 -0.35 0.11  -0.3553
C -1.04 1.08 -0.42  -0.1225
C 1.47 -0.92 -0.13  -0.0719
C 0.28 1.36 0.33  -0.1431
H -1.90 1.69 -0.14  0.1047
H 0.10 2.00 1.21  0.1042
H -1.21 -2.16 -0.57  0.0938
H 1.35 -2.01 -0.03  0.0765
H 2.47 -0.66 0.23  0.0762

***

# 4
C3H10OSi | ωB97M-V with the def2-TZVPD basis set

Values from the calculation:
Gap between HOMO and LUMO (spin up / spin down) (eV): 7.69 / 7.69
Energy relative to the best compared isomer or geometry (same formula, charge and spin) (eV): 4.313

Each line ends with the Löwdin charge.
CARTESIAN COORDINATES (ANGSTROEM)
H 2.01 -0.74 -1.76  0.0312
H 0.54 0.33 2.15  -0.0334
H -2.50 0.37 -1.01  -0.0103
H -0.16 -1.16 2.71  0.0566
H -1.59 1.58 -0.29  0.0702
H 1.73 1.83 -1.36  0.0581
H -2.67 0.53 0.84  0.0500
C -1.94 0.45 -0.09  -0.3336
H 0.74 0.52 -2.38  -0.0098
O 2.23 1.06 -1.12  -0.1061
C 1.39 0.12 -1.73  -0.1308
Si -0.58 -0.79 0.22  0.6834
H 1.35 -1.12 1.75  0.0119
C 0.39 -0.63 1.84  -0.2931
H -0.93 -2.35 0.23  -0.0444

***

# 5
C17H14F3N5O4S | ωB97M-V with the def2-TZVPD basis set

Values from the calculation:
Gap between HOMO and LUMO (eV): 9.45
Energy relative to the best compared isomer or geometry (same formula, charge and spin) (eV): 0.093
SMILES: Cc1cc(NC(=O)CSc2nnc(CNC(=O)c3cccc(C(F)(F)F)c3)o2)no1

Each line ends with the Löwdin charge.
CARTESIAN COORDINATES (ANGSTROEM)
C -0.10 -1.61 5.55  -0.1026
C -2.16 -1.00 2.48  -0.4461
C 0.54 0.49 -4.96  -0.5337
H -3.84 -0.64 0.67  0.1364
F -1.57 -1.88 7.40  0.1457
C -0.62 -0.46 -5.27  -0.3347
H 2.39 -1.68 3.27  0.1095
H 2.02 -1.91 5.70  0.1255
O -1.92 -1.91 -1.77  0.0847
C 1.19 2.23 -3.40  -0.2981
H -1.39 -2.26 1.05  0.1387
C -3.18 -1.43 0.30  -0.0759
H 2.95 2.26 -4.77  0.1046
C 1.39 -1.60 3.67  -0.0514
S -0.66 -1.88 -4.12  1.0416
N -2.13 -1.62 1.27  0.0809
C 0.32 -1.38 2.83  -0.0206
F 0.15 -0.62 7.69  0.1443
C 4.11 4.36 -2.88  -0.0023
C 2.46 2.62 -3.89  0.0565
H -0.46 -0.90 -6.25  0.0877
H -3.75 -2.36 0.16  0.1390
C -1.17 -1.37 4.71  0.0616
O -3.08 -0.30 2.83  0.0935
H 4.82 4.04 -3.65  0.0864
N 0.90 2.87 -2.29  0.1037
C -0.29 -1.72 7.04  -0.5886
H -0.60 1.24 -3.42  0.1068
H -2.17 -1.26 5.11  0.1342
H 4.56 4.24 -1.90  0.0881
C -2.61 -1.01 -1.01  -0.3073
H 0.49 -1.26 1.77  0.1152
O 1.94 3.69 -2.03  0.0011
N -2.65 0.14 -1.57  0.1219
O 1.57 0.46 -5.60  0.0788
C 1.19 -1.73 5.04  -0.0038
C 2.88 3.54 -2.98  -0.3143
F 0.39 -2.76 7.56  0.1370
H -1.58 0.04 -5.21  0.0856
C -0.97 -1.27 3.34  -0.1176
N -1.98 0.06 -2.74  0.0204
H 3.88 5.41 -3.02  0.0892
C -1.56 -1.17 -2.83  -0.6723
N 0.29 1.31 -3.92  0.1507

***

# 6
C10H17Cl6N | ωB97M-V with the def2-TZVPD basis set

Values from the calculation:
Gap between HOMO and LUMO (eV): 9.54
Energy relative to the best compared isomer or geometry (same formula, charge and spin) (eV): 0.000
SMILES: c1cc[nH]c1.ClCCCl.ClCCCl.ClCCCl

Each line ends with the Löwdin charge.
CARTESIAN COORDINATES (ANGSTROEM)
C 0.61 -1.45 -1.43  -0.1231
H 2.55 -0.78 -2.28  0.1207
H -0.36 0.60 0.45  0.0324
H -0.38 0.02 -3.90  0.0455
H -2.13 0.38 0.03  0.0793
C 1.16 -0.71 4.89  -0.6190
H -1.49 -2.38 -1.75  0.1026
Cl -0.47 2.09 2.85  0.5952
H -0.60 1.22 -1.63  0.0303
C -0.12 -2.40 -3.33  -0.1864
H 2.69 0.36 4.01  0.0836
H -1.49 2.56 0.81  0.0776
H 1.51 -1.71 4.90  0.0566
Cl 3.30 0.18 6.31  0.5593
H 0.78 -1.00 -0.45  0.0821
C 1.60 -1.35 -2.34  -0.1254
H 1.66 1.40 5.03  0.0662
Cl -0.10 -0.58 6.23  0.4785
C -0.48 -2.11 -2.06  -0.1198
H -0.60 -2.99 -4.10  0.1213
Cl -2.11 3.03 -2.43  0.4963
C -1.63 1.76 1.56  -0.6743
H -2.64 1.75 1.97  0.0836
C -1.27 1.39 -2.46  -0.6326
Cl -1.43 -1.03 1.84  0.5068
H -1.07 1.57 -4.62  0.0656
C -1.37 0.52 0.81  -0.6278
H 0.53 -0.57 4.03  -0.0061
Cl 1.09 2.02 -3.79  0.4848
H -2.11 0.66 -2.41  0.0756
C 2.17 0.41 4.99  -0.7088
N 1.13 -1.96 -3.52  0.0073
C -0.52 1.11 -3.77  -0.5806
H 1.59 -2.01 -4.42  0.1527

***

# 7
C8H10O | ωB97M-V with the def2-TZVPD basis set

Values from the calculation:
Gap between HOMO and LUMO (eV): 8.76
Energy relative to the best compared isomer or geometry (same formula, charge and spin) (eV): 4.344
SMILES: C=C1CC(C)(C)C1=C=O

Each line ends with the Löwdin charge.
CARTESIAN COORDINATES (ANGSTROEM)
C 0.99 0.34 -0.05  -0.0973
C 0.69 -1.40 -0.04  -0.1413
H 0.78 -3.55 0.11  0.0699
H 2.43 -2.66 -0.15  0.0797
C 1.30 -2.58 -0.03  0.0277
C -0.85 1.10 1.34  -0.0313
H -0.22 1.96 1.61  0.0781
C -0.82 1.36 -1.37  -0.0155
C 2.14 0.88 -0.03  -0.1512
C -0.51 0.53 -0.14  -0.4554
H -1.33 -1.13 0.94  0.0847
H -1.94 1.47 1.17  0.1057
H -1.29 -1.45 -0.80  0.1223
H -0.15 1.07 -2.11  0.0699
O 3.28 1.17 0.13  0.1448
H -0.97 0.40 2.14  0.0583
H -1.91 1.18 -1.69  0.1170
H -0.85 2.32 -1.07  0.0375
C -0.77 -1.01 0.06  -0.1035

***

# 8
C2H10N3O | ωB97M-V with the def2-TZVPD basis set

Values from the calculation:
Gap between HOMO and LUMO (eV): 11.82
Net charge: +1
Energy relative to the best compared isomer or geometry (same formula, charge and spin) (eV): 0.944

Each line ends with the Löwdin charge.
CARTESIAN COORDINATES (ANGSTROEM)
H 2.71 -2.00 0.16  0.1244
H 2.81 -1.62 -1.51  0.1531
H -1.06 2.20 1.68  0.0994
H 1.06 -0.78 1.39  0.1292
N 0.62 -0.54 0.53  0.2073
H 1.11 -0.33 -2.58  0.1394
H -2.85 2.04 1.40  0.0959
N 0.57 -0.58 -1.77  0.2025
C 1.08 -1.02 -0.63  -0.4673
O -1.59 1.09 0.00  -0.1812
H -2.46 0.85 -0.34  0.1005
N 2.21 -1.74 -0.67  0.1901
H -0.17 0.09 -1.67  0.1056
H -1.98 0.65 2.07  0.0857
C -1.88 1.51 1.40  -0.0847
H -0.17 0.18 0.53  0.1002

***

# 9
C2H6NO2 | ωB97M-V with the def2-TZVPD basis set

Values from the calculation:
Gap between HOMO and LUMO (eV): 7.42
Net charge: -1
Energy relative to the best compared isomer or geometry (same formula, charge and spin) (eV): 1.983

Each line ends with the Löwdin charge.
CARTESIAN COORDINATES (ANGSTROEM)
H 1.96 -0.37 0.43  0.0651
H 0.00 0.84 0.65  -0.0028
H 0.84 -0.88 1.62  0.0614
C -1.45 -0.39 -1.77  -0.6319
N -0.94 0.47 -0.88  -0.0580
O 0.78 1.15 1.18  -0.1866
H -0.90 -1.37 -1.85  0.0689
H -1.69 0.76 -0.26  -0.0004
H 2.30 0.07 2.08  0.0555
C 1.49 -0.05 1.37  -0.2321
O -2.39 -0.24 -2.56  -0.1390